This record from the OMol25 dataset describes 2 unconnected molecules or ions with the total composition C5H14NO2 at a distorted geometry. The level of theory is wB97M-V/def2-TZVPD.

Each line ends with the Löwdin charge.
Atoms and positions in Å:
C: 1.056572 1.389563 -1.351807  -0.295
N: 0.636329 1.196750 0.057671  -0.085
C: -0.839648 1.172181 0.450093  -0.237
C: -0.996756 0.151494 1.559400  -0.204
C: -1.557729 -1.165302 0.924469  -0.514
O: -0.606129 -1.880530 0.315813  -0.328
C: 0.604186 0.160723 -2.187043  -0.083
H: 0.638786 2.321424 -1.761857  0.090
H: 2.107969 1.576689 -1.428486  0.076
H: 0.996524 0.292671 0.427886  0.068
H: -1.009039 2.194258 0.844571  0.085
H: -1.536077 1.066008 -0.379730  0.090
H: -0.083170 -0.140572 1.977506  0.068
H: -1.655696 0.602852 2.337931  0.098
H: -2.066136 -1.640204 1.828275  0.073
H: -2.331371 -0.990899 0.126640  0.082
H: 1.339524 -0.648534 -1.677914  0.126
H: -0.377805 -0.015981 -1.909431  0.022
H: 0.748481 0.225579 -3.196565  0.013
H: 1.819937 -1.689132 1.627595  -0.105
H: 1.142989 -2.201470 0.555956  -0.062
O: 1.968259 -1.977569 0.859027  0.020

Forces on atoms 1 to 3 (eV/Å):
C -2.00 -0.23 0.04
N 0.05 -0.50 0.26
C 2.56 1.85 0.20

HOMO   -0.1055 Eh
Energy above the lowest of the compared OMol25 structures with the same formula, charge and spin   50.8 kcal/mol
Total charge   -1
LUMO energy   4.08 eV
Electronic energy   -404.0736 Ha

This record from the OMol25 dataset describes a molecular structure, C3H12F2N7O7S2Sn at a distorted geometry. The level of theory is wB97M-V/def2-TZVPD.

Each line ends with the Löwdin charge.
Atoms and positions in Å:
Sn: 19.104733 6.213238 4.036920  1.770
N: 16.599392 7.009479 2.619905  -0.382
S: 16.271894 8.190879 1.681688  0.432
O: 16.122592 9.582473 2.185009  -0.267
O: 15.504450 7.877262 0.515126  -0.225
F: 17.727410 8.081349 1.042929  -0.201
S: 15.012030 7.022518 3.244816  0.533
O: 13.949876 6.477850 2.440017  -0.219
O: 14.563252 8.081746 4.147621  -0.248
F: 15.252324 5.822658 4.233522  -0.179
C: 21.763966 7.984958 6.495392  -0.745
O: 21.335224 7.094518 5.758165  -0.105
N: 21.794482 9.296299 6.269550  0.169
N: 21.994503 7.879665 7.729485  0.185
H: 21.315253 9.591865 5.431054  0.116
H: 21.933503 9.970752 7.008391  0.123
H: 22.516488 8.628632 8.161549  0.132
H: 22.274314 6.959684 8.038406  0.141
C: 17.674173 4.296549 0.956952  -0.699
O: 18.711171 4.407910 1.681241  -0.135
N: 16.526693 4.929335 1.029996  0.192
N: 17.636013 3.402427 0.040059  0.188
H: 15.888387 4.835198 0.252941  0.136
H: 16.374802 5.640784 1.730622  -0.003
H: 16.805159 3.376388 -0.533621  0.130
H: 18.451053 2.895838 -0.274849  0.140
C: 17.953536 9.341992 5.826734  -0.908
O: 18.528009 8.319926 5.915630  -0.045
N: 17.752824 9.784306 4.672845  0.196
N: 17.422704 10.053695 6.692595  0.242
H: 16.935127 10.362277 4.540829  0.131
H: 18.180485 9.305302 3.893258  0.096
H: 17.006818 10.958652 6.524652  0.157
H: 17.526109 9.498725 7.530105  0.152

Forces on atoms 1 to 3 (eV/Å):
Sn -0.46 0.60 -0.02
N -2.70 0.16 3.94
S 2.04 6.74 -6.05

HOMO   -0.4823 Eh
Energy above the lowest of the compared OMol25 structures with the same formula, charge and spin   132.2 kcal/mol
Total charge   +1
LUMO energy   -6.71 eV
Electronic energy   -2241.5572 Ha